1.
Density functional theory data (the ωB97M-V functional and the def2-TZVPD basis) for C5H10BrCl in the gas phase in a non-equilibrium geometry.

## Properties
* maximum force: 0.105 Eh/bohr
* net charge: 0
* SMILES: C[C@H](Br)C(C)(C)Cl
* orbital gap: 10.58 eV
* ΔE to the lowest compared entry with this formula, charge and spin: 39.20 kJ/mol
* LUMO energy: 0.0282 hartree
* HOMO: -9.811 eV
* E_tot: -87911.2600 eV

Geometry as XYZ:
```
17
Properties=species:S:1:pos:R:3:forces:R:3:mulliken_charge:R:1
Cl -1.366771 0.972121 -1.535892 0.3094 0.1434 -0.1066 -0.182
H -1.508683 -1.720601 -0.139531 -0.9510 -1.4241 -0.6865 0.474
H 1.283100 -1.652930 -1.060475 -1.1582 1.5443 -0.8583 0.308
H 1.345916 -0.336846 0.452692 0.2488 1.1220 1.4331 0.340
H -0.142306 -1.853920 -1.979095 -0.5017 0.3965 -0.6831 0.405
H 0.905628 -0.322622 -2.372321 -0.5040 -1.3709 0.7196 0.349
C -1.204039 -0.845554 0.353158 0.9220 -1.8231 0.4004 -1.748
H -0.718728 -1.250319 1.261071 -0.1885 0.7135 -0.2235 0.329
C 0.800605 0.634134 0.410225 -0.0855 -3.3508 -4.2269 -0.065
H -0.110341 0.631958 2.295304 -0.4807 -0.0200 0.5531 0.343
C 0.448897 -1.025481 -1.606926 2.0369 -0.3515 0.8967 -1.359
C 0.222363 1.312681 1.542031 -0.7129 2.1516 0.0690 -1.242
Br 2.044953 1.796841 -0.526792 -0.1630 -0.0039 -0.3070 -0.129
C -0.313556 -0.171640 -0.607558 2.1572 2.6203 0.7475 0.972
H -2.054195 -0.254094 0.475239 -1.2272 0.7987 1.0826 0.441
H 0.901905 2.065749 1.906523 0.6228 -0.2765 0.7576 0.450
H -0.534746 2.020524 1.132348 -0.3245 -0.8694 0.4325 0.315
```
Forces are in eV/Å.

***

2.
Density functional theory data (the ωB97M-V functional and the def2-TZVPD basis) for a molecular structure, C5H10BrClN3 in a non-equilibrium geometry.

## Properties
* maximum force: 0.098 Eh/bohr
* net charge: +1
* orbital gap: 9.92 eV
* ΔE to the lowest compared entry with this formula, charge and spin: 0.00 kJ/mol
* LUMO energy: -0.1482 hartree
* HOMO: -13.953 eV
* E_tot: -92373.4783 eV

Geometry as XYZ:
```
20
Properties=species:S:1:pos:R:3:forces:R:3:mulliken_charge:R:1
H 4.057740 -1.389479 -0.785840 -0.8016 0.3575 1.0460 0.348
H 2.911593 -2.768170 -0.597100 0.3115 -0.4856 0.1013 0.299
C 1.771743 -1.027867 -0.269473 1.9168 -0.8983 0.0390 0.153
N -1.645593 -0.175204 0.028630 0.3976 -2.4483 -1.0021 -0.308
C -2.138847 1.070369 0.204804 -0.7911 2.4041 -0.7989 -0.148
H -3.174120 1.176577 0.495796 -0.2168 -0.1621 0.4689 0.455
H 0.581082 0.995136 0.369772 -0.3990 -0.4911 0.9229 0.486
N -0.021345 1.752677 1.140341 3.2107 0.4249 -0.3942 -0.380
Cl -2.185185 2.060046 -1.372288 0.1627 -0.4257 0.2788 -0.138
C -2.432897 -1.166517 0.000259 1.4446 0.1947 -0.1696 0.029
N 1.498829 0.195517 -0.201513 2.6971 3.2548 -2.7675 -0.452
H 1.078201 -1.706752 0.201871 -0.3647 -0.1211 0.1359 0.325
C 3.008014 -1.733045 -0.861911 -0.6712 0.6970 -1.9266 -1.070
H 0.786458 2.316689 1.677903 -3.4024 -1.0076 -1.0601 0.299
H 2.947134 -1.679825 -1.990165 -0.5181 -0.2285 0.9211 0.315
H -1.780523 2.620607 1.586044 -0.8342 1.7689 1.0894 0.511
H 2.247962 0.869370 -0.774720 -2.1518 -2.3303 1.9390 0.264
C -1.268184 1.919546 1.024371 1.2645 -0.0297 0.9405 -0.295
Br -4.209602 -1.206422 0.399167 -1.3634 -0.0346 0.1597 -0.049
H -2.032452 -2.123253 -0.275956 0.1089 -0.4394 0.0764 0.356
```
Forces are in eV/Å.

***

3.
Density functional theory data (the ωB97M-V functional and the def2-TZVPD basis) for 2 unconnected molecules or ions with the total composition C5H10BrFN3 in a non-equilibrium geometry.

## Properties
* maximum force: 0.075 Eh/bohr
* net charge: +1
* orbital gap (alpha / beta): 6.07 / 6.07 eV
* ΔE to the lowest compared entry with this formula, charge and spin: 200.60 kJ/mol
* LUMO energy (alpha / beta): -0.2139 / -0.2140 hartree
* HOMO (alpha / beta): -11.890 / -11.888 eV
* E_tot: -82564.9428 eV

Geometry as XYZ:
```
20
Properties=species:S:1:pos:R:3:forces:R:3:mulliken_charge:R:1
H 0.714077 -0.689561 -1.304534 0.0693 0.8710 -0.2919 0.267
H -4.321620 -2.086245 -1.119286 -0.6250 0.1340 -0.3107 0.417
H 1.726961 2.509293 -0.020601 -0.9878 -0.8303 0.2970 0.314
H 2.316510 0.527928 0.756191 -1.3907 -1.0121 -0.0792 0.321
C -3.571750 -1.489675 -0.656137 1.8005 -0.1922 1.5186 -0.122
H 0.081802 2.186914 0.622503 -0.6191 1.0850 1.0810 0.312
Br -5.244048 0.804078 0.054931 1.5246 -1.0458 0.0333 0.125
N -1.544454 -1.116637 0.223196 0.6141 0.8674 0.3022 -0.253
C 1.164596 0.430514 0.565611 2.3834 2.7064 -0.2095 -0.194
H 1.240662 -1.672588 0.052740 -0.1653 0.4570 0.4052 0.262
C 0.981481 -0.652126 -0.260529 -1.1909 -3.5719 -0.7295 -0.129
H -1.944107 -2.732486 -1.063985 -0.4499 0.8835 1.1908 0.257
H 0.342910 1.912369 -1.002561 0.9794 -0.9185 0.9552 0.325
C -2.443795 -0.111130 0.723612 2.3479 -0.2383 1.0899 0.265
H -1.828470 0.859970 0.637013 -1.9706 -0.9354 0.7106 0.179
F -2.698910 -0.414367 2.161159 0.2246 0.8912 -1.5581 -0.365
N -2.331212 -1.976541 -0.454537 -2.0326 0.1129 -2.0556 -0.146
C 0.849733 1.801734 0.014557 -0.2371 1.5446 -1.9977 -1.083
H 0.759621 0.281057 1.548249 -0.0964 -0.4462 0.7624 0.454
N -3.690732 -0.317189 0.046108 -0.1784 -0.3622 -1.1142 -0.205
```
Forces are in eV/Å.

***

- Which value of E_tot does entry 3 give?
  -82564.9428 eV

***

- Look up the E_tot of the third one.
  -82564.9428 eV